Record 1
{
  "formula": "C18H27N3O",
  "method": "wB97M-V/def2-TZVPD",
  "homo_lumo_gap_ev": 9.1,
  "fmax_ev_per_a": 0.77,
  "homo_energy_ev": -8.372,
  "relative_energy_kcal_mol": 0.8,
  "charge": 0,
  "smiles": "CCCCCn1c(CCNC(=O)CCC)nc2ccccc21",
  "elements": ["C", "H", "H", "C", "H", "H", "H", "C", "H", "H", "H", "H", "N", "C", "C", "C", "H", "H", "H", "H", "C", "C", "C", "O", "H", "H", "H", "H", "C", "H", "H", "H", "C", "C", "H", "N", "H", "H", "C", "H", "N", "C", "H", "C", "C", "C", "C", "H", "H"],
  "xyz": [[4.62012, 0.90246, -0.91051], [0.58684, -2.54008, -0.54654], [-1.26886, 2.81122, 0.91427], [0.36508, -1.68016, 1.41569], [2.65786, 0.37775, 2.44711], [-2.17839, 1.32259, 2.71940], [0.08001, 1.71489, -3.33047], [2.57141, 0.37015, 0.28823], [6.27741, 1.30740, 0.36437], [-3.57436, 3.26157, 1.92009], [-1.30921, -4.93224, -0.66816], [-1.21577, -3.67981, -1.90632], [1.28040, 0.06129, -0.07335], [3.27252, 0.56227, -0.92463], [-3.36596, 2.40831, 1.27085], [3.19180, 0.51882, 1.51862], [-1.52944, 0.94599, -3.22546], [-1.94472, -3.21267, 1.02579], [5.15695, 1.04821, -1.83402], [5.04888, 0.98233, 2.44958], [-1.43908, -2.91744, 0.10323], [1.26048, 0.06538, -1.44558], [-2.20179, 2.76199, 0.34666], [-2.81608, 0.86808, -1.03578], [-1.87324, -1.96712, -0.21404], [-3.90812, 0.98288, 2.79525], [0.43840, -3.71778, 0.75065], [-4.24942, 2.21915, 0.65957], [4.52996, 0.85820, 1.51044], [1.38593, -1.81207, 1.78121], [0.29095, 0.45902, 1.68607], [-2.37213, 3.74460, -0.10158], [0.23121, -0.25730, 0.85940], [-2.03888, 1.76764, -0.79411], [-0.26849, 2.68881, -1.26389], [-0.93824, 1.99440, -1.55091], [-2.94217, 0.30727, 1.48684], [-0.73519, -0.13090, 0.37291], [-0.60345, 1.16182, -2.68588], [-0.31364, -1.78325, 2.26473], [2.41395, 0.36474, -1.97363], [5.23086, 1.04437, 0.31744], [0.33368, -0.70749, -3.16826], [-1.69913, -3.96348, -0.97369], [-3.07715, 1.17808, 2.12197], [0.05576, -2.76312, 0.38209], [0.04174, -0.17115, -2.26526], [-2.76586, -4.06385, -1.15764], [-0.69345, -0.76177, -1.72273]],
  "atomic_forces_ev_per_a": [[-0.1, 0.0, 0.0], [0.1, -0.1, -0.1], [0.1, 0.1, 0.0], [0.0, 0.0, -0.2], [0.0, 0.0, 0.1], [0.1, 0.0, 0.1], [-0.1, 0.0, 0.0], [0.6, 0.2, -0.4], [0.1, 0.0, 0.0], [0.0, 0.0, -0.1], [0.0, -0.1, 0.0], [0.0, 0.0, -0.1], [0.2, 0.1, -0.3], [-0.3, -0.1, 0.7], [0.2, -0.1, 0.0], [-0.1, 0.0, 0.2], [0.1, 0.1, 0.0], [0.0, 0.1, 0.0], [0.1, 0.0, -0.1], [0.0, 0.0, 0.1], [0.2, -0.1, -0.2], [0.0, 0.0, -0.1], [-0.5, -0.1, 0.1], [-0.3, -0.4, -0.1], [-0.1, 0.1, 0.1], [0.0, -0.1, 0.1], [0.1, 0.0, -0.1], [0.0, 0.1, 0.0], [0.0, 0.0, 0.1], [0.0, 0.0, 0.1], [-0.1, 0.0, -0.1], [0.1, 0.0, 0.0], [-0.2, -0.3, 0.4], [0.4, 0.6, 0.2], [-0.1, 0.0, 0.1], [0.3, 0.1, -0.2], [0.0, -0.1, 0.0], [0.0, 0.1, 0.0], [-0.1, -0.3, 0.0], [0.0, 0.0, 0.1], [-0.1, 0.0, -0.6], [0.2, 0.0, -0.1], [0.0, -0.1, 0.1], [-0.1, 0.2, 0.2], [-0.1, 0.1, -0.1], [-0.2, 0.1, 0.3], [-0.2, 0.2, 0.0], [-0.1, -0.1, -0.1], [-0.1, -0.1, 0.0]]
}

Record 2
{
  "formula": "C18H27N3O2",
  "method": "wB97M-V/def2-TZVPD",
  "homo_lumo_gap_ev": 8.9,
  "fmax_ev_per_a": 1.03,
  "homo_energy_ev": -8.178,
  "relative_energy_kcal_mol": 27.6,
  "charge": 0,
  "smiles": "CCOC(=O)CCc1c(C)nc2c(c(C)nn2C(C)(C)C)c1C",
  "elements": ["C", "C", "C", "H", "H", "H", "C", "C", "H", "H", "H", "H", "H", "H", "C", "H", "O", "N", "C", "C", "H", "C", "N", "H", "H", "H", "C", "C", "O", "H", "C", "H", "H", "H", "C", "C", "H", "H", "N", "C", "C", "H", "H", "H", "H", "H", "C", "H", "C", "H"],
  "xyz": [[-1.81511, 2.41427, 2.26085], [1.43136, 2.43807, -2.46858], [-1.31072, -0.70398, 0.85199], [1.35685, -0.74721, 3.44685], [3.80879, -2.27254, 2.42204], [-0.54226, 2.95239, -4.32455], [1.30991, -2.78136, 0.98344], [-1.30259, 1.94284, 0.94470], [0.19417, -4.55094, 1.40343], [0.49273, 4.64448, -1.12097], [2.05128, 2.71705, -1.61929], [-2.84441, -1.50019, 2.11307], [3.83753, -0.96067, 3.60738], [-1.92715, 2.74734, -3.24506], [-0.10690, 4.36828, -1.98354], [-1.69504, -3.24037, 1.22848], [2.20528, -2.40591, 0.27357], [-0.51015, 2.17288, -1.04890], [-0.44360, -1.35751, -1.32517], [-0.89250, 2.46092, -3.42099], [-1.20799, -1.66640, 2.76179], [-0.95287, -1.70231, -0.04975], [-0.92904, 2.82280, 0.04451], [3.06489, -2.50182, 4.01271], [-1.80563, 3.50109, 2.26320], [-1.18662, 2.05630, 3.07632], [-0.01941, 2.86511, -2.23016], [-1.08482, -3.15747, 0.33221], [1.08603, -2.31308, 2.21449], [0.09246, -1.91477, -3.29136], [1.93130, -1.25510, 2.66912], [-0.84403, 1.38437, -3.55984], [-2.83581, 2.07089, 2.42751], [-1.59603, -3.70530, -0.46191], [-0.60423, 0.83773, -0.86712], [-1.12461, 0.62246, 0.43584], [0.25530, 4.90414, -2.85665], [0.93862, -2.80601, -2.02777], [-0.28022, -0.11466, -1.73395], [-0.02416, -2.39213, -2.32228], [0.28539, -3.82484, 0.59553], [1.47921, 1.36022, -2.59873], [0.65133, -4.33048, -0.29659], [-2.01216, -0.09578, 2.77461], [-1.13501, 4.65907, -1.78730], [2.11349, -0.56932, 1.83510], [3.24848, -1.78489, 3.21575], [-0.74777, -3.19999, -2.40154], [-1.87531, -1.00910, 2.20747], [1.82177, 2.92145, -3.35999]],
  "atomic_forces_ev_per_a": [[0.0, 0.0, -0.1], [-0.1, 0.0, 0.0], [0.1, 0.1, -0.2], [0.0, 0.0, -0.1], [0.1, 0.0, 0.0], [0.0, 0.1, -0.1], [0.0, -0.5, -0.2], [0.0, 0.1, -0.1], [0.0, 0.0, 0.0], [0.0, 0.1, 0.1], [0.1, 0.0, 0.1], [0.0, 0.0, 0.1], [0.1, 0.1, 0.1], [-0.1, 0.1, 0.0], [0.0, -0.2, 0.0], [0.0, 0.0, -0.1], [0.1, 0.1, 0.0], [-0.1, -0.4, 0.1], [-0.1, 0.2, 0.0], [0.1, 0.0, 0.1], [0.0, 0.0, 0.1], [-0.3, 0.0, 0.1], [-0.2, 0.4, 0.5], [0.0, 0.0, 0.1], [0.0, 0.0, 0.1], [0.0, 0.0, 0.1], [0.2, 0.4, -0.5], [0.0, 0.1, 0.0], [-0.3, -0.2, 0.3], [0.0, 0.0, 0.0], [0.4, 0.4, 0.0], [0.0, 0.0, -0.1], [0.0, 0.0, 0.1], [0.0, 0.0, 0.1], [-0.3, -0.5, 0.8], [0.3, 0.0, -0.7], [0.1, 0.0, -0.1], [0.1, -0.1, 0.0], [0.1, 0.2, -0.3], [0.0, -0.1, 0.0], [0.1, 0.1, 0.0], [0.1, 0.0, -0.1], [0.0, 0.0, 0.1], [0.0, 0.0, 0.1], [-0.1, 0.1, 0.0], [-0.1, 0.0, 0.2], [-0.4, 0.0, -0.2], [0.0, -0.1, 0.0], [0.0, 0.0, 0.0], [0.0, 0.1, -0.1]]
}

Record 3
{
  "formula": "C18H27N3O2S",
  "method": "wB97M-V/def2-TZVPD",
  "homo_lumo_gap_ev": 9.1,
  "fmax_ev_per_a": 0.70,
  "homo_energy_ev": -8.461,
  "relative_energy_kcal_mol": 41.5,
  "charge": 0,
  "smiles": "CCCCOc1cccc(C(=O)NNC(=S)NC2CCCCC2)c1",
  "elements": ["C", "H", "C", "H", "C", "H", "O", "H", "N", "H", "C", "H", "N", "H", "C", "C", "H", "C", "C", "C", "H", "H", "H", "C", "H", "C", "H", "C", "O", "H", "H", "H", "C", "C", "H", "H", "H", "N", "H", "C", "C", "C", "H", "H", "C", "H", "H", "H", "H", "H", "S"],
  "xyz": [[-6.39744, -2.21748, -2.00703], [1.74548, 0.62792, -0.92215], [4.52668, 1.18973, -0.43176], [5.68843, 2.36928, 0.94188], [2.14995, -0.78848, 0.56188], [3.97367, -1.44693, 1.00571], [-4.90222, 0.10529, 1.39109], [-2.37266, -0.37960, 0.46741], [3.46397, -0.90988, 0.32128], [-0.22711, -0.37108, 0.83108], [-4.81674, -1.86377, -0.06997], [-5.41275, -1.71757, 2.00028], [1.38227, -0.11599, -0.32857], [-3.82172, 4.34012, 0.51228], [4.22117, -0.28395, -0.74406], [-3.97073, 0.98075, 0.93595], [-5.74069, -1.67592, -2.68455], [-2.23060, 2.98035, 0.07043], [-3.50154, 3.30928, 0.50877], [-2.69328, 0.64876, 0.50146], [-3.66698, -1.52268, 1.74866], [-7.42150, -2.09356, -2.35068], [-6.51226, -0.63956, -0.54866], [5.52133, -1.06190, -0.96551], [7.26879, 1.01126, -0.40144], [6.78048, 0.56914, 0.46999], [-4.13093, -1.35957, -0.75410], [5.48046, 1.31491, 0.75270], [0.21530, 2.09424, -1.09523], [3.60153, 1.72865, -0.21777], [3.61874, -0.34354, -1.66023], [-1.54199, 3.73433, -0.27694], [6.49695, -0.90496, 0.19942], [-1.82291, 1.65161, 0.07711], [7.42534, -1.42719, -0.03863], [5.99064, -0.68496, -1.87596], [7.45861, 0.66633, 1.31944], [0.05326, 0.14576, -0.00388], [6.08943, -1.36488, 1.10272], [-0.44931, 1.35377, -0.38485], [-6.24534, -1.69763, -0.58358], [-4.65631, -1.28642, 1.33821], [5.28793, -2.11715, -1.12154], [-5.35714, 2.56010, 1.28731], [-4.36345, 2.32375, 0.94068], [-4.55063, -2.92219, -0.04090], [-6.14404, -3.27447, -2.05665], [4.97933, 1.64282, -1.31572], [-6.92969, -2.23505, 0.07680], [5.00759, 0.90441, 1.64751], [1.45262, -1.54619, 1.87033]],
  "atomic_forces_ev_per_a": [[-0.1, 0.1, 0.2], [0.0, -0.2, 0.1], [-0.1, -0.1, 0.2], [-0.1, 0.0, 0.1], [-0.2, -0.2, 0.1], [-0.2, 0.0, 0.0], [-0.1, 0.3, 0.0], [0.0, -0.1, 0.0], [0.1, 0.1, -0.1], [0.0, 0.2, -0.1], [-0.3, 0.3, 0.3], [0.1, 0.0, 0.0], [0.3, 0.5, -0.3], [0.0, 0.1, 0.0], [0.0, 0.3, -0.4], [0.1, 0.3, 0.0], [0.1, 0.0, -0.1], [0.3, -0.2, -0.1], [0.0, -0.1, 0.0], [-0.1, -0.1, 0.1], [-0.1, 0.1, 0.0], [-0.1, 0.0, -0.1], [-0.1, 0.0, 0.1], [-0.1, -0.1, 0.1], [0.1, 0.0, 0.0], [-0.1, -0.1, 0.3], [0.1, -0.1, 0.0], [0.1, 0.1, -0.2], [0.0, 0.2, 0.0], [0.0, 0.0, -0.1], [0.1, 0.0, 0.1], [0.1, 0.1, 0.0], [0.1, 0.2, -0.2], [-0.5, 0.4, 0.1], [0.0, -0.1, 0.1], [0.0, 0.0, 0.0], [0.1, 0.0, 0.0], [0.0, -0.3, 0.1], [0.0, -0.1, 0.1], [0.5, -0.4, -0.1], [0.2, -0.1, -0.2], [0.2, -0.5, -0.2], [0.0, 0.0, -0.1], [-0.1, 0.0, 0.0], [0.0, -0.2, 0.0], [0.1, 0.0, 0.0], [0.0, -0.1, -0.1], [0.0, 0.1, -0.1], [0.0, 0.0, 0.1], [0.0, 0.0, 0.1], [-0.2, -0.3, 0.6]]
}

Record 4
{
  "formula": "C18H27N9",
  "method": "wB97M-V/def2-TZVPD",
  "homo_lumo_gap_ev": 11.3,
  "fmax_ev_per_a": 6.40,
  "homo_energy_ev": -11.263,
  "relative_energy_kcal_mol": 52.8,
  "charge": 0,
  "smiles": "CC#N.CC#N.CC#N.CC#N.CC#N.CC#N.CC#N.CC#N.CC#N",
  "elements": ["H", "H", "H", "H", "C", "H", "C", "H", "C", "C", "H", "N", "C", "H", "H", "C", "N", "N", "H", "H", "H", "H", "N", "C", "C", "N", "H", "N", "C", "N", "C", "H", "H", "N", "H", "C", "H", "C", "H", "H", "C", "H", "H", "C", "H", "H", "H", "H", "C", "C", "C", "H", "C", "N"],
  "xyz": [[-0.67075, 0.48888, -0.46273], [-2.96223, -2.01805, -4.80190], [-2.92884, 6.98404, -1.76062], [0.67654, 0.10628, 0.79455], [2.45067, -5.31330, -2.50681], [1.48082, 6.89072, 2.86963], [6.20032, -2.38488, -5.81134], [-1.76369, -0.77850, -4.48155], [2.11792, -6.69305, -2.03410], [-0.14087, 1.19410, 6.06522], [2.38177, -5.22047, -3.59066], [-1.87724, 4.05009, -1.82244], [0.48420, -3.83465, 4.79142], [6.69390, -3.85051, -4.39342], [-0.46679, -5.65732, 5.46801], [0.52475, 6.79225, 3.38377], [0.48426, -2.85574, 4.17805], [1.88132, -7.78798, -1.64702], [0.51011, 1.69493, -0.13812], [1.78266, -4.63054, -1.98174], [1.28650, -5.64618, 5.45020], [-2.33422, 6.68705, -0.05770], [6.09149, -2.04745, -6.94433], [-5.19252, 1.83928, -1.06609], [-0.09791, 5.50351, 2.83734], [-4.45768, -0.69837, -1.05193], [-5.35031, 2.27617, -2.05216], [-0.62480, 4.52930, 2.49705], [-4.76074, 0.39409, -1.06493], [1.70215, -0.47513, -2.15391], [0.40739, -5.02202, 5.61051], [-1.62718, -2.14721, -3.57021], [3.49504, -5.16213, -2.23378], [-0.48462, -2.98126, -6.51167], [0.04429, 7.69466, 3.00575], [-2.86971, 6.29167, -0.92084], [5.27456, -2.85608, -4.07287], [-2.33378, 5.07485, -1.42519], [-0.26837, 1.29046, 4.98700], [6.88363, -2.10185, -3.84525], [6.30879, -2.83106, -4.41614], [-3.87505, 5.94410, -0.68295], [-4.58105, 2.36960, -0.33605], [-1.08031, -2.47697, -5.66486], [-6.17202, 1.81605, -0.58845], [0.35254, -4.68689, 6.64626], [0.24715, 0.19842, 6.28009], [0.54478, 1.99321, 6.34699], [-1.90726, -1.85431, -4.58207], [1.15028, 0.02164, -1.26507], [-1.33676, 1.30529, 6.88259], [0.65594, 6.64478, 4.45575], [0.35368, 0.61651, -0.11294], [-2.30256, 1.32003, 7.50154]],
  "atomic_forces_ev_per_a": [[-0.2, -0.3, 0.8], [0.1, -0.2, 0.2], [0.0, 0.3, 0.3], [-0.5, 0.3, 0.0], [0.0, -1.2, 0.5], [0.4, -0.3, 0.4], [-0.1, 1.1, -4.2], [0.2, 0.1, -0.8], [-0.7, -3.2, 0.8], [0.4, 0.0, 0.2], [-0.3, -0.1, 0.1], [-1.9, 4.0, 1.5], [-0.6, 1.0, -0.9], [0.3, 0.2, 0.2], [-0.1, 0.3, -0.5], [0.1, -1.8, -1.6], [0.2, -0.8, 0.5], [0.8, 4.0, -1.4], [0.3, -0.1, 0.4], [0.2, 0.2, -0.2], [0.0, 0.1, 0.2], [-0.1, -0.1, -0.2], [0.4, -1.2, 4.3], [-0.5, -1.6, 1.0], [-0.4, 0.7, 0.3], [0.5, -1.7, 0.0], [0.7, -0.1, 0.1], [0.7, 1.1, 0.3], [-0.7, 3.1, -0.5], [-0.5, 0.5, 1.0], [0.2, -0.5, 0.6], [-0.1, -0.8, -0.3], [-0.1, 0.3, 0.1], [-0.3, 0.3, 0.4], [-0.7, -0.2, 0.7], [-0.9, 0.1, -0.3], [0.1, 0.0, 0.4], [3.3, -5.2, -1.9], [-0.6, -0.1, 0.1], [0.0, -0.3, 0.1], [-0.7, 0.2, -0.7], [-0.3, 0.8, 0.5], [0.3, 0.3, -0.6], [-0.3, 0.4, 0.7], [-0.2, 0.0, -0.1], [0.3, -0.1, 0.1], [0.5, 0.2, -0.1], [0.2, -0.3, 0.2], [0.4, 0.3, -0.3], [0.0, 0.0, 0.1], [-0.6, 0.0, -0.5], [-0.1, 0.6, -0.2], [1.0, -0.4, -2.4], [0.1, 0.1, 0.1]]
}

What is the charge in the first record?
0

What is the charge in the second record?
0